Entry 1:
Computed, not measured: an isolated molecule of C21H25ClO6, with ωB97M-V with the def2-TZVPD basis set.

Each line ends with the Mulliken charge.
Cartesian coordinates (Å):
H1 3.954465 -1.114845 1.550084  0.3815
C1 -0.652064 3.158714 -0.028227  0.2696
H2 3.858580 0.958721 -0.702404  0.2278
H3 1.928256 0.366975 1.594412  0.3352
H4 1.642977 -1.914529 0.851848  0.2497
H5 -3.132089 -1.166163 -1.491534  0.4336
C2 -2.771030 1.800605 0.099003  0.0619
H6 -4.475158 -0.017291 2.397942  0.4351
C3 1.460818 2.008639 0.298889  -0.8103
C4 0.071654 2.015873 0.266067  0.3576
Cl1 -0.775410 5.797685 -0.621762  -0.2324
C5 3.382270 -1.756572 -0.437206  -0.3761
C6 1.449648 4.351745 -0.195798  -0.9373
H7 -2.546856 3.857533 0.632336  0.5400
O1 5.536731 -0.876863 0.355865  -0.5770
C7 -3.188998 -3.798054 -0.104991  -0.3971
H8 3.225644 3.213862 0.124186  0.4640
C8 2.124231 0.673725 0.551223  0.3207
C9 -3.412802 1.479013 1.288971  -0.4409
C10 -2.689596 0.824592 -0.884851  -0.4058
H9 1.230027 -3.445990 -1.074491  0.3644
H10 -3.484954 2.217389 2.074507  0.3608
H11 3.742607 -3.370461 0.591969  0.3883
C11 -3.886068 -0.745805 0.485044  0.7891
O2 -0.344522 -2.198161 -0.927091  -0.4213
O3 3.807133 -3.086942 -0.328004  -0.5572
C12 0.068077 4.329751 -0.256985  0.3316
C13 3.643735 0.635071 0.331700  0.1326
H12 5.753041 -0.945897 -0.581321  0.4062
C14 2.150656 3.187580 0.071324  -0.5812
H13 1.977397 5.277041 -0.367049  0.4234
H14 -3.268534 -4.644990 -0.781290  0.3577
H15 -0.458799 1.098037 0.464400  0.4670
O4 1.497784 -0.234467 -0.339389  -0.3624
O5 4.300522 1.466088 1.251062  -0.5622
C15 4.138272 -0.815233 0.508230  -0.2511
H16 -2.331029 -3.196457 -0.393964  -0.1266
C16 -3.966026 0.230968 1.479967  -0.8443
H17 -2.187741 1.052397 -1.815128  0.3289
C17 1.021949 -2.379451 -1.171720  -0.8584
H18 -3.026155 -4.168739 0.904022  0.2953
H19 5.201877 1.125888 1.349386  0.3945
C18 -3.229548 -0.437482 -0.702646  -0.3352
H20 -2.441625 3.540962 -1.095196  0.5086
H21 -5.322975 -3.621092 0.154262  0.3252
O6 -4.496966 -1.923420 0.778953  -0.4644
H22 3.590710 -1.471672 -1.476515  0.4142
C19 -4.481953 -2.989894 -0.150158  -0.5160
H23 -4.679863 -2.622578 -1.164270  0.3416
H24 -0.506014 -1.245443 -0.888607  0.2330
C20 1.874456 -1.583486 -0.176498  0.2939
H25 1.280908 -2.052580 -2.187988  0.2816
C21 -2.157664 3.155718 -0.110546  -1.4570

Cartesian forces, eV/Å:
H -0.092 0.034 -0.090
C 0.032 0.093 0.011
H -0.076 -0.077 0.087
H 0.032 -0.026 -0.118
H 0.010 0.012 -0.075
H -0.011 -0.113 -0.067
C -0.064 0.099 -0.074
H -0.066 -0.037 0.106
C 0.039 -0.091 0.046
C 0.108 0.135 0.024
Cl -0.090 0.206 -0.047
C -0.178 0.566 0.303
C -0.097 0.084 -0.051
H -0.050 0.024 -0.105
O 0.350 0.038 -0.012
C -0.257 0.381 0.062
H 0.141 0.007 -0.015
C 0.273 0.343 0.231
C 0.048 -0.050 -0.143
C -0.068 0.170 0.160
H 0.069 0.105 -0.041
H -0.012 0.090 0.080
H 0.042 0.023 -0.030
C -0.015 0.207 0.190
O -0.384 0.212 0.089
O 0.007 -0.421 0.090
C 0.248 -0.203 0.065
C -0.151 -0.603 -0.174
H 0.001 -0.008 0.024
C -0.047 -0.101 0.043
H 0.017 0.094 -0.025
H 0.013 -0.116 -0.090
H -0.052 -0.080 -0.001
O 0.035 -0.100 -0.188
O 0.122 0.126 0.317
C -0.499 0.150 -0.387
H 0.057 -0.036 -0.024
C -0.033 -0.276 -0.061
H 0.055 0.020 -0.124
C 0.538 0.123 0.206
H 0.021 -0.069 0.089
H -0.092 0.066 -0.072
C -0.104 -0.337 -0.034
H -0.043 0.068 0.093
H 0.086 0.121 -0.128
O 0.049 0.247 0.182
H -0.048 0.062 0.062
C 0.075 -0.453 -0.220
H -0.045 -0.003 0.102
H -0.059 -0.043 0.026
C 0.110 -0.519 -0.322
H 0.081 -0.056 0.042
C -0.024 -0.086 -0.013

Calculated values
Total energy (Ha): -1726.85081
ΔE to the lowest compared entry with this formula, charge and spin (kcal/mol): 0.5
Molar mass (u): 408.9
Highest occupied orbital energy (eV): -8.31
Lowest unoccupied orbital energy (eV): 0.58
SMILES string: CCOc1ccc(Cc2cc([C@H]3O[C@@H](CO)[C@H](O)[C@@H](O)[C@@H]3O)ccc2Cl)cc1


Entry 2:
Computed, not measured: an isolated molecule of C5H11NO, with ωB97M-V with the def2-TZVPD basis set.

Each line ends with the Mulliken charge.
Cartesian coordinates (Å):
C1 -1.624595 1.022351 0.040759  -0.3758
H1 -2.504996 1.398684 0.576039  0.3144
H2 -0.391433 1.529657 1.750526  0.2736
H3 -0.810801 -0.180815 1.655925  0.3018
C2 2.576370 -1.069550 -0.306448  -0.8993
C3 -0.521319 0.694380 1.055233  -0.5573
H4 -2.826229 0.128024 -1.534547  0.3442
C4 0.835857 0.527539 0.374765  0.4857
H5 3.436219 -1.139459 0.370419  0.2674
H6 2.451244 -2.025635 -0.822001  0.3276
N1 1.354227 -0.731523 0.400026  -0.1894
H7 2.787758 -0.289832 -1.042851  0.3143
H8 0.743843 -1.468388 0.712577  0.2663
H9 -1.196260 -0.543457 -1.425102  0.2969
O1 1.413798 1.466054 -0.152240  -0.6465
H10 -1.259736 1.839958 -0.589976  0.2996
C5 -2.037096 -0.163563 -0.832765  -1.1048
H11 -2.426855 -0.994426 -0.230341  0.2812

Cartesian forces, eV/Å:
C -0.014 0.097 -0.049
H 0.163 -0.053 -0.047
H -0.085 -0.056 -0.094
H 0.189 0.086 -0.184
C 0.107 -0.044 -0.071
C 0.021 0.046 0.055
H 0.137 -0.042 0.104
C -0.039 0.018 -0.008
H -0.170 0.001 -0.080
H 0.049 0.117 0.073
N -0.122 0.056 -0.124
H -0.087 -0.116 0.140
H 0.164 0.031 0.037
H -0.085 0.066 0.096
O -0.239 -0.253 0.171
H -0.091 -0.064 0.059
C 0.015 -0.033 -0.030
H 0.087 0.143 -0.048

Calculated values
Total energy (Ha): -327.12623
ΔE to the lowest compared entry with this formula, charge and spin (kcal/mol): 3.2
Molar mass (u): 101.1
Highest occupied orbital energy (eV): -9.66
Lowest unoccupied orbital energy (eV): 0.89
SMILES string: CCCC(=O)NC


Entry 3:
Computed, not measured: a 8-piece molecular cluster, C14H46N2O8 overall in a non-equilibrium geometry, with ωB97M-V with the def2-TZVPD basis set.

Each line ends with the Mulliken charge.
Cartesian coordinates (Å):
C1 -3.660012 -0.097722 -0.254302  -0.7144
O1 -2.738902 1.959098 5.037358  -0.4750
C2 2.506008 1.237988 -3.722872  -0.3728
H1 -2.384622 0.693818 -2.906872  0.1696
H2 -2.480632 4.070518 4.842548  0.2273
C3 -2.856002 -0.166682 -3.381702  0.6056
C4 1.490588 2.188068 2.340658  -0.4489
H3 -3.431242 1.400538 5.398288  0.2774
H4 -4.891602 -0.127722 -2.508852  0.3609
H5 3.562848 1.461788 -3.868092  0.1954
H6 -2.287622 -7.507362 2.121568  0.3460
H7 1.846548 2.042428 -4.048592  0.2057
H8 -3.432602 -6.265182 1.746758  0.3769
C5 6.224448 1.173858 -0.418282  -0.5438
H9 2.532328 2.454698 2.162338  0.2148
O2 -3.570402 -1.127752 -1.203702  -0.2478
O3 6.806458 3.577848 3.621988  -0.4961
C6 -3.157052 0.186518 -4.771582  -1.6270
O4 -0.502442 -4.326452 0.095228  -0.3161
H10 7.205208 1.647628 -0.460012  0.2679
H11 5.975728 0.721018 -1.378062  0.2258
H12 -4.166432 3.547778 4.669418  0.2611
H13 -0.240192 -5.427572 1.757328  0.3219
H14 -4.636972 0.378008 -0.168692  0.3107
O5 -0.809602 6.150678 -0.556172  -0.5087
H15 6.968868 5.532858 3.117108  0.2850
H16 -3.330412 -7.739132 0.771398  0.3744
H17 -3.207002 -0.548872 0.628498  0.2257
H18 0.149288 -7.017452 -0.354062  0.2575
H19 6.543148 4.499468 1.712488  0.2156
H20 -2.916132 0.643718 -0.545892  0.2832
O6 1.409478 1.352128 3.517688  -0.5121
H21 2.346148 0.817468 -2.730042  0.1843
H22 5.338028 4.867018 2.941658  0.2084
H23 0.994078 1.760638 1.469528  0.1829
H24 1.137658 -3.731732 1.138968  0.3748
H25 7.603378 3.156748 3.291538  0.2826
H26 0.542068 1.524798 3.891018  0.3111
O7 6.252638 0.346918 0.655368  -0.4705
H27 -1.784192 5.703008 -2.348172  0.2750
H28 -2.168032 -1.879242 -4.107222  0.2817
H29 1.432638 -0.316732 -4.240662  0.3058
N1 -0.728702 -7.377092 -0.007822  -0.6899
H30 -0.636132 4.496518 -1.667302  0.2013
N2 -1.823322 -1.176292 -3.469142  -0.5520
C7 6.397418 4.668268 2.779428  -0.4956
O8 2.189858 0.156358 -4.593352  -0.5339
H31 -3.353762 3.608218 6.202258  0.2764
C8 -1.396822 5.243068 -1.439042  -0.4657
H32 -0.124302 6.584458 -1.069792  0.3053
C9 -4.011122 -0.769652 -2.536862  -0.6398
H33 -2.234072 -5.969432 -0.515672  0.1975
H34 -1.739692 -4.594532 1.669768  0.3648
H35 5.586978 2.053928 -0.333342  0.1998
H36 0.666728 -2.604582 -0.169852  0.2266
H37 -2.228402 0.570988 -5.193362  0.3747
C10 -1.714072 -6.347672 0.364458  0.6488
H38 -3.934362 0.931918 -4.939722  0.3956
H39 -0.453862 -8.011322 0.728598  0.2273
C11 0.302228 -3.281472 0.602848  -0.7974
C12 -2.746622 -6.976832 1.287328  -1.4796
C13 -3.216272 3.330338 5.157278  -0.5628
H40 -0.273952 -2.615662 1.245368  0.3154
H41 1.054838 3.111918 2.721088  0.2476
H42 7.114718 0.454548 1.063838  0.3203
H43 -2.207902 4.717888 -0.934612  0.1927
C14 -1.042592 -5.174052 1.064518  -0.7545
H44 -3.496962 -0.646402 -5.387042  0.3552
H45 -1.791252 -1.544022 -2.529012  0.1994
H46 -4.374072 -1.656842 -3.055772  0.2408

Cartesian forces, eV/Å:
C 1.707 0.040 -0.491
O -0.329 1.488 -0.254
C -0.425 -1.278 -0.576
H -0.346 0.189 0.384
H 0.249 -0.585 -0.570
C -0.178 -0.753 1.176
C 0.008 0.519 1.814
H -0.004 -0.073 0.022
H -0.036 0.433 0.338
H -0.140 0.239 0.051
H 0.332 0.056 0.091
H 0.248 0.540 0.797
H 0.005 0.182 -0.288
C 0.909 2.327 -1.574
H 0.042 -0.537 -0.207
O -1.031 -0.564 -1.625
O -0.605 -0.068 -0.305
C -0.870 0.997 -1.692
O 0.405 0.686 -1.380
H 0.262 0.053 -0.872
H 0.121 -0.456 0.113
H 0.058 -0.372 -0.375
H 0.112 -0.773 0.158
H -0.129 -0.326 0.273
O 0.052 0.852 0.319
H -0.106 0.339 -0.381
H -0.044 0.106 -0.169
H -0.791 0.207 0.460
H -0.184 0.475 -0.285
H 0.145 -0.158 0.003
H -0.144 0.701 0.060
O 0.265 -0.326 -0.723
H 0.009 0.992 0.446
H 0.069 -0.197 0.146
H 0.035 0.101 0.026
H 0.220 0.294 0.222
H -0.016 0.221 -0.166
H -0.031 -0.180 0.126
O -0.332 -1.532 1.699
H -0.007 0.045 -0.082
H 0.171 -0.477 0.112
H -0.107 0.033 -0.017
N -0.095 -0.228 -0.688
H -0.166 -0.322 -0.522
N 0.697 0.102 0.443
C 0.518 -0.129 0.703
O 0.329 -0.548 -0.687
H -0.139 -0.308 0.306
C 0.024 -1.016 -0.044
H 0.143 0.235 0.273
C 0.180 0.745 0.137
H 0.249 0.029 -0.161
H -0.527 0.076 0.112
H -0.684 -0.106 0.437
H 0.018 -0.580 -0.442
H -0.096 -0.040 -0.278
C 0.819 -0.521 1.232
H 0.008 0.286 0.376
H -0.496 0.125 0.397
C -0.317 -0.156 0.223
C -0.253 -0.521 0.223
C 0.210 -0.147 0.843
H -0.122 -0.136 0.519
H -0.371 0.410 -1.023
H -0.292 -0.289 0.186
H -0.044 0.192 0.059
C -0.125 0.914 0.222
H 0.200 -0.404 0.120
H 0.460 -0.742 0.029
H 0.304 -0.378 0.203

Calculated values
Total energy (Ha): -1272.20640
ΔE to the lowest compared entry with this formula, charge and spin (kcal/mol): 118.0
Molar mass (u): 370.5
Highest occupied orbital energy (eV): -8.92
Lowest unoccupied orbital energy (eV): 0.27
SMILES string: COC[C@H](C)N.COC[C@H](C)N.CO.CO.CO.CO.CO.CO


Entry 4:
Computed, not measured: an isolated molecule of C7H9O2P in a non-equilibrium geometry, with ωB97M-V with the def2-TZVPD basis set.

Each line ends with the Mulliken charge.
Cartesian coordinates (Å):
C1 -2.733774 1.770247 -1.345779  -0.2708
H1 -1.439256 0.584228 1.970317  0.3525
O1 2.676884 -0.631467 -1.754978  -0.6921
H2 0.670865 -2.816653 -2.071010  0.2778
H3 -3.711619 2.159898 -1.467642  0.4829
C2 0.043560 0.809148 0.715548  0.1757
C3 1.266584 0.002522 0.813057  -0.5747
H4 1.586538 -3.374469 -0.389488  0.2969
P1 1.495409 -0.792423 -0.921297  0.7409
H5 1.284945 -0.754106 1.610159  0.3872
H6 -0.087402 -2.515308 -0.479708  0.3129
H7 -0.150134 1.442224 2.824820  0.3696
C4 0.898603 -2.597697 -0.948979  -0.8348
O2 0.285581 0.132478 -1.558787  -0.4180
C5 -1.665481 1.385970 -0.916573  -0.5489
C6 -0.419916 0.876214 -0.532845  0.6362
C7 -0.720184 1.376823 1.914252  -1.3717
H8 2.090846 0.702152 0.927652  0.3603
H9 -1.372050 2.240218 1.611281  0.3182

Cartesian forces, eV/Å:
C -1.346 0.766 0.167
H -1.013 -0.633 0.989
O 1.113 0.181 0.165
H 0.845 0.145 2.018
H -0.111 -0.010 -0.384
C 2.888 0.135 7.216
C 0.646 -0.885 -0.759
H -1.349 1.758 -1.397
P -1.185 -0.650 0.496
H 0.105 0.212 -0.040
H 0.075 -0.494 0.200
H 0.123 0.311 0.143
C 0.164 0.550 -0.450
O -1.041 0.613 2.224
C 3.182 -1.498 0.465
C -4.694 0.475 -9.135
C -0.218 -0.435 -2.638
H 0.744 -0.181 0.197
H 1.071 -0.357 0.524

Calculated values
Total energy (Ha): -763.78571
Multiplicity: 3
ΔE to the lowest compared entry with this formula, charge and spin (kcal/mol): 3.5
Molar mass (u): 156.1
Highest occupied orbital energy (spin up / spin down) (eV): -5.41 / -10.30
Lowest unoccupied orbital energy (spin up / spin down) (eV): 0.59 / -2.25


Entry 5:
Computed, not measured: C5H10NS as an isolated structure in a non-equilibrium geometry, with ωB97M-V with the def2-TZVPD basis set.

Each line ends with the Mulliken charge.
Cartesian coordinates (Å):
H1 -1.648839 -1.055501 -0.769015  0.4306
C1 0.615481 0.504090 0.163332  1.1731
H2 -0.674495 2.178263 -0.217816  0.4886
S1 2.153660 -0.183664 0.848946  0.0296
H3 -1.581387 0.320087 1.251945  0.3470
C2 2.085322 -0.717212 -0.873240  -0.5110
H4 -2.496065 -1.462259 0.687763  0.4096
H5 -0.930995 -2.216741 0.035481  0.3874
C3 0.275110 1.942720 0.072520  -1.5972
H6 -0.716683 -0.797196 1.881628  0.3634
H7 0.443306 -0.170961 -2.022573  0.6160
C4 -1.586861 -1.380817 0.185022  -1.0608
H8 0.885306 2.322560 -0.635945  0.4681
N1 -0.858072 -0.341846 0.963060  -0.4381
H9 0.345797 2.444537 0.957626  0.4340
C5 0.886945 -0.189732 -1.128523  -1.1259
H10 2.802471 -1.196332 -1.400211  0.5854

Cartesian forces, eV/Å:
H -1.025 1.461 -3.113
C -0.368 -1.437 -2.481
H -2.901 -0.116 -1.160
S -0.388 -0.054 -2.558
H 0.278 0.567 -0.434
C 3.689 -1.082 4.478
H -1.558 -1.130 0.281
H -0.114 -0.981 0.809
C 0.075 -2.192 1.369
H 0.836 0.304 -0.413
H -2.138 0.387 -3.175
C 2.486 0.375 1.313
H 2.207 1.668 -2.052
N -1.268 -0.491 2.005
H 0.785 1.385 2.585
C -2.598 2.880 3.878
H 2.004 -1.543 -1.331

Calculated values
Total energy (Ha): -648.97383
Multiplicity: 3
ΔE to the lowest compared entry with this formula, charge and spin (kcal/mol): 52.0
Molar mass (u): 116.2
Highest occupied orbital energy (spin up / spin down) (eV): -10.17 / -15.15
Lowest unoccupied orbital energy (spin up / spin down) (eV): -3.36 / -7.00
Net charge: +1